C30H45BN7O2S2Sm | wB97M-V/def2-TZVPD

Values from the calculation:
E_HOMO (alpha / beta), eV: -6.63 / -6.63
Spin multiplicity: 6
LUMO energy (alpha / beta), eV: -0.4 / -0.4
M, g mol⁻¹: 761.04
Energy above the lowest of the compared OMol25 structures with the same formula, charge and spin, kcal/mol: 22.29
Charge: 0
⟨S²⟩: 8.777

Atoms and positions in Å:
Sm  -0.329  -0.113  0.613
C  3.974  -1.072  2.803
C  2.898  -0.781  1.794
N  1.887  0.000  2.083
N  1.988  0.678  3.235
C  0.979  1.360  3.725
N  1.299  2.229  4.716
S  -0.695  1.201  3.419
C  2.981  -1.302  0.443
C  4.133  -1.948  -0.032
C  4.168  -2.407  -1.331
C  3.059  -2.215  -2.145
C  1.965  -1.553  -1.614
N  1.920  -1.098  -0.368
H  3.547  -0.931  3.793
H  4.805  -0.373  2.700
H  4.350  -2.088  2.713
H  2.255  2.506  4.856
H  0.552  2.773  5.109
H  4.990  -2.076  0.607
H  5.052  -2.902  -1.709
H  3.044  -2.573  -3.162
H  1.082  -1.366  -2.216
N  -2.975  -0.766  1.325
C  -3.117  -1.351  2.662
C  -2.067  -2.448  2.856
N  -0.722  -1.878  2.740
H  -3.593  0.040  1.233
H  -3.265  -1.457  0.633
H  -4.114  -1.785  2.828
H  -2.954  -0.556  3.397
H  -2.186  -3.209  2.080
H  -2.232  -2.929  3.831
H  -0.042  -2.636  2.789
H  -0.566  -1.263  3.544
C  -0.447  -6.091  0.973
C  0.497  -5.101  1.199
C  0.329  -3.835  0.678
C  -0.798  -3.499  -0.098
C  -1.750  -4.519  -0.301
C  -1.573  -5.781  0.224
N  -0.963  -2.215  -0.559
C  -1.479  -2.035  -1.815
C  -1.342  -2.993  -2.842
C  -1.810  -2.754  -4.114
C  -2.413  -1.547  -4.434
C  -2.534  -0.578  -3.451
C  -2.088  -0.810  -2.166
H  -0.310  -7.086  1.366
H  1.383  -5.329  1.776
H  1.087  -3.081  0.844
H  -2.643  -4.296  -0.871
H  -2.327  -6.537  0.045
H  -0.834  -3.921  -2.624
H  -1.700  -3.517  -4.873
H  -2.777  -1.364  -5.433
H  -2.993  0.373  -3.686
H  -2.209  -0.033  -1.406
C  2.193  2.083  -2.476
S  0.738  1.211  -3.126
C  1.525  0.358  -4.534
H  2.976  1.363  -2.249
H  1.865  2.580  -1.566
H  2.544  2.811  -3.207
H  1.841  1.091  -5.271
H  0.770  -0.296  -4.955
H  2.376  -0.221  -4.189
C  0.622  5.375  1.024
C  -0.116  4.536  -0.019
C  0.178  5.114  -1.409
O  0.395  3.203  0.019
B  -0.627  2.245  -0.032
O  -1.838  2.940  0.004
C  -1.645  4.334  0.255
C  -2.026  4.563  1.723
C  -2.570  5.161  -0.637
H  1.662  5.470  0.723
H  0.595  4.901  1.999
H  0.184  6.368  1.087
H  1.254  5.121  -1.568
H  -0.188  6.133  -1.487
H  -0.276  4.500  -2.181
H  -1.442  3.902  2.360
H  -3.074  4.304  1.859
H  -1.876  5.598  2.017
H  -2.438  4.912  -1.685
H  -2.380  6.222  -0.493
H  -3.603  4.951  -0.369